This record from the Open Molecules 2025 dataset describes a cluster of 9 separate species, C34H76N10O11P in total in a non-equilibrium geometry. The level of theory is the ωB97M-V functional and the def2-TZVPD basis.

## Properties
Maximum force = 6.13 eV/A
LUMO level = -3.999 eV
Energy = -83193.44244 eV
Net charge = +1

Geometry as XYZ:
```
132
Properties=species:S:1:pos:R:3:forces:R:3
C -4.394 1.785 0.329 0.3 -0.7 -0.4
C -2.969 1.406 -0.317 -0.1 0.9 -0.1
C -1.782 1.480 0.762 -0.7 0.5 -0.2
C -1.479 0.103 1.535 -0.8 0.3 0.0
C -2.717 -0.923 1.562 0.9 -0.9 0.7
P 0.103 -0.776 0.968 0.8 0.2 2.9
O 0.746 -1.501 2.378 -1.4 1.5 -2.9
C 1.416 0.444 0.386 0.1 0.2 -0.6
C 2.794 -0.227 -0.064 3.7 -1.3 1.7
O 3.633 -0.462 0.845 -3.3 1.3 -2.4
N 3.194 -0.549 -1.424 -2.4 2.0 1.4
C 4.370 0.248 -1.885 1.9 -0.5 -0.9
C 2.060 -0.530 -2.391 0.5 -0.5 -1.6
O -0.175 -2.065 -0.112 -1.1 3.5 -1.0
C -0.910 -1.520 -1.203 -2.5 -2.1 -2.1
N -1.685 -1.452 -2.131 4.1 0.1 4.6
H -4.538 2.914 0.287 0.1 -1.5 0.3
H -4.467 1.371 1.398 -0.1 0.8 -1.6
H -5.205 1.291 -0.313 1.0 0.8 1.0
H -3.013 0.413 -0.870 0.1 1.3 0.8
H -2.735 2.210 -1.104 -0.3 -1.3 1.0
H -2.117 2.236 1.565 0.6 -1.2 -1.2
H -0.882 1.952 0.251 -0.9 -0.8 0.8
H -1.287 0.390 2.636 0.2 -0.7 -1.6
H -3.535 -0.519 2.245 0.9 -0.4 -1.2
H -3.085 -1.221 0.529 0.4 0.7 1.4
H -2.339 -1.889 2.068 -0.6 1.3 -0.7
H 0.609 -0.854 3.117 0.1 -0.7 -0.6
H 1.035 1.181 -0.403 0.2 -1.3 1.0
H 1.663 1.092 1.307 -0.4 -1.3 -1.2
H 5.188 0.341 -1.082 -1.5 -0.1 -1.1
H 4.096 1.255 -2.347 0.1 -1.2 0.8
H 4.863 -0.369 -2.725 -0.8 1.0 1.2
H 1.507 -1.533 -2.367 0.6 1.6 0.1
H 2.532 -0.479 -3.441 -0.8 -0.1 1.6
H 1.374 0.375 -2.317 0.7 -1.1 0.0
C -6.456 -0.487 3.604 -1.0 -0.1 -0.3
O -5.331 -0.173 3.241 0.2 0.1 -0.2
N -7.577 -0.395 2.848 0.9 -0.1 0.8
C -8.879 -0.791 3.350 -0.2 0.4 -0.3
C -7.471 0.114 1.495 0.3 0.0 0.1
H -6.647 -0.884 4.613 0.0 0.0 0.0
H -9.276 -1.583 2.718 -0.1 0.1 0.2
H -9.549 0.073 3.320 0.0 0.0 0.1
H -8.809 -1.153 4.376 0.0 0.0 -0.2
H -6.790 -0.524 0.925 0.0 0.1 -0.1
H -7.061 1.126 1.525 -0.1 0.0 -0.2
H -8.448 0.130 1.013 0.1 0.0 0.1
C 7.790 -2.001 0.020 -0.3 -0.3 0.2
O 7.450 -0.917 -0.421 -0.2 -0.1 0.0
N 6.957 -2.910 0.597 0.7 0.3 -0.3
C 7.434 -4.183 1.098 -0.2 0.1 0.0
C 5.547 -2.591 0.712 0.3 0.2 0.0
H 8.838 -2.338 -0.020 0.0 -0.1 0.0
H 6.919 -4.990 0.571 0.1 -0.1 0.1
H 7.218 -4.250 2.167 0.1 -0.2 0.0
H 8.510 -4.286 0.945 -0.1 0.1 0.0
H 5.138 -2.415 -0.285 -0.1 0.1 0.1
H 5.435 -1.681 1.302 -0.1 -0.2 -0.1
H 5.007 -3.408 1.192 0.2 0.0 0.0
C 6.626 2.416 -6.166 0.3 -0.1 0.4
O 6.349 3.548 -6.515 0.0 -0.1 0.2
N 7.205 2.077 -4.982 -0.4 -0.1 -0.7
C 7.504 0.703 -4.638 0.1 0.3 0.1
C 7.532 3.126 -4.034 -0.1 0.2 -0.2
H 6.420 1.546 -6.811 0.0 -0.1 0.0
H 6.964 0.440 -3.724 0.1 -0.2 0.0
H 8.579 0.607 -4.467 -0.1 -0.2 0.0
H 7.207 0.024 -5.439 0.0 0.1 0.0
H 6.619 3.662 -3.767 0.1 0.0 0.1
H 8.226 3.826 -4.504 0.0 0.0 0.2
H 7.986 2.705 -3.137 0.0 0.0 -0.1
C -9.003 -4.652 3.952 0.2 -0.3 0.5
O -9.302 -3.523 3.603 0.1 -0.4 0.3
N -8.428 -4.981 5.140 -0.4 0.1 -0.8
C -8.100 -6.351 5.484 0.1 0.2 0.2
C -8.134 -3.928 6.093 -0.2 0.2 -0.2
H -9.183 -5.525 3.304 0.0 0.0 0.1
H -8.642 -6.631 6.391 0.1 -0.1 0.0
H -7.025 -6.426 5.665 -0.1 -0.2 0.0
H -8.375 -7.032 4.679 0.0 0.1 0.0
H -9.061 -3.413 6.355 0.1 0.1 0.1
H -7.452 -3.209 5.632 0.0 0.0 0.2
H -7.678 -4.343 6.992 -0.1 0.0 -0.1
C -4.118 -5.400 1.565 -0.3 0.1 -0.3
O -4.709 -6.004 2.438 -0.1 0.1 -0.2
N -4.670 -4.965 0.397 0.6 -0.1 0.6
C -3.900 -4.248 -0.597 -0.4 -0.1 0.0
C -6.074 -5.229 0.143 0.0 -0.1 0.3
H -3.049 -5.147 1.658 0.1 0.0 -0.1
H -4.352 -3.264 -0.755 0.1 0.0 -0.2
H -3.920 -4.813 -1.532 0.1 0.2 -0.1
H -2.862 -4.119 -0.282 -0.1 -0.1 0.1
H -6.674 -4.771 0.932 -0.1 -0.1 -0.1
H -6.243 -6.308 0.156 -0.1 0.1 0.0
H -6.370 -4.824 -0.825 0.1 0.0 0.1
C -10.574 1.586 -0.099 -0.3 0.2 0.2
O -9.607 2.300 -0.294 -0.2 0.0 0.2
N -11.612 1.874 0.733 0.5 -0.4 -0.5
C -12.730 0.970 0.911 0.0 0.2 0.1
C -11.599 3.127 1.464 0.3 0.1 -0.1
H -10.684 0.613 -0.605 -0.1 0.0 0.0
H -13.652 1.478 0.617 -0.1 -0.2 0.1
H -12.793 0.682 1.964 -0.2 -0.1 -0.1
H -12.608 0.072 0.303 0.1 0.1 0.0
H -11.561 3.956 0.754 0.0 0.1 0.2
H -10.706 3.165 2.094 -0.1 0.2 0.0
H -12.490 3.217 2.086 0.1 -0.1 -0.1
C 11.814 2.538 -4.485 0.1 -0.1 0.4
O 10.718 2.885 -4.882 0.0 -0.1 0.2
N 12.093 2.115 -3.220 0.1 0.1 -0.7
C 13.427 1.718 -2.818 -0.3 0.0 0.1
C 11.020 2.062 -2.245 -0.2 0.2 -0.2
H 12.697 2.541 -5.144 0.1 0.0 0.1
H 13.403 0.678 -2.482 0.2 0.0 0.0
H 13.759 2.359 -1.998 0.2 -0.1 0.0
H 14.129 1.808 -3.649 -0.1 0.0 0.0
H 10.239 1.389 -2.607 0.0 0.1 0.2
H 10.592 3.061 -2.126 -0.1 -0.1 0.1
H 11.393 1.707 -1.284 0.0 0.0 -0.1
C 8.145 6.008 -1.120 -0.3 0.2 -0.2
O 8.450 4.877 -1.457 -0.3 0.3 0.0
N 7.086 6.721 -1.603 0.7 -0.3 0.5
C 6.793 8.064 -1.149 -0.1 -0.2 -0.2
C 6.227 6.114 -2.602 0.3 -0.2 0.0
H 8.729 6.562 -0.368 0.0 0.1 0.0
H 5.792 8.082 -0.709 0.0 0.2 0.0
H 6.828 8.746 -2.002 0.0 0.1 0.2
H 7.517 8.391 -0.401 0.0 -0.1 -0.1
H 5.796 5.198 -2.192 -0.1 0.0 -0.2
H 6.826 5.859 -3.479 -0.2 0.0 0.0
H 5.429 6.800 -2.889 0.1 0.0 0.1
```
Positions in Å, forces in eV/Å.

These are the Mulliken partial charges, in e, on atoms 1 to 6: -1.000 -0.350 -0.765 0.335 -1.210 0.970